1.
Entry from OMol25: a cluster of 8 separate species, C35H85Cl2N3O19P4 in total in a non-equilibrium geometry (ωB97M-V with the def2-TZVPD basis set).

```
148
Properties=species:S:1:pos:R:3
C 6.485 2.739 -9.407
C 5.125 1.929 -9.359
O 3.964 2.708 -9.355
P 3.268 3.637 -10.595
O 1.841 3.879 -10.443
O 4.294 4.871 -10.635
C 4.033 6.030 -9.799
C 5.150 5.991 -8.836
O 3.697 2.821 -11.922
C 2.707 1.960 -12.408
C 3.407 0.759 -13.061
H 6.676 3.079 -8.389
H 7.162 1.936 -9.700
H 6.399 3.488 -10.194
H 5.083 1.334 -10.271
H 4.962 1.159 -8.606
H 3.890 6.981 -10.312
H 3.190 5.946 -9.112
H 5.195 4.998 -8.390
H 6.033 6.243 -9.423
H 5.188 6.702 -8.010
H 2.060 1.677 -11.577
H 2.108 2.504 -13.138
H 2.637 0.099 -13.459
H 3.998 1.189 -13.870
H 4.174 0.296 -12.441
C 0.065 -4.714 0.533
C -0.844 -3.691 -0.102
O -0.935 -4.137 -1.403
P -1.849 -3.296 -2.545
O -1.607 -3.710 -3.933
O -3.303 -3.341 -1.846
C -4.226 -4.413 -1.738
C -4.717 -5.004 -3.122
O -1.373 -1.766 -2.318
C -0.285 -1.147 -2.973
C 1.066 -1.461 -2.527
H -0.374 -4.938 1.505
H 0.009 -5.639 -0.041
H 1.075 -4.318 0.632
H -1.887 -3.779 0.201
H -0.494 -2.663 -0.009
H -3.885 -5.136 -0.997
H -5.183 -4.146 -1.290
H -3.813 -5.093 -3.725
H -5.108 -6.021 -3.141
H -5.353 -4.336 -3.703
H -0.327 -1.006 -4.052
H -0.443 -0.078 -2.829
H 1.701 -0.668 -2.921
H 1.112 -1.661 -1.457
H 1.472 -2.406 -2.890
C 1.071 7.223 0.030
C 2.259 8.146 -0.142
O 1.775 9.407 -0.536
P 2.430 10.865 -0.150
O 3.850 11.113 -0.429
O 2.305 11.042 1.469
C 1.209 10.403 2.087
C 0.629 11.345 3.185
O 1.354 12.065 -0.702
C 1.768 13.527 -0.501
C 0.641 14.419 -0.947
H 1.374 6.204 0.273
H 0.331 7.481 0.788
H 0.462 7.313 -0.869
H 2.726 8.141 0.843
H 2.966 7.953 -0.949
H 0.529 10.014 1.329
H 1.622 9.501 2.538
H -0.340 10.935 3.467
H 1.337 11.507 3.998
H 0.221 12.258 2.753
H 2.078 13.892 0.478
H 2.582 13.735 -1.194
H 0.380 14.215 -1.985
H -0.213 14.038 -0.386
H 0.899 15.447 -0.692
C 2.611 -7.846 9.472
C 2.642 -7.769 10.985
O 2.459 -6.334 11.195
P 2.742 -5.725 12.647
O 1.995 -6.352 13.737
O 4.369 -5.978 12.695
C 5.108 -5.919 13.917
C 5.986 -7.202 14.198
O 2.680 -4.131 12.547
C 2.858 -3.514 11.278
C 3.493 -2.198 11.597
H 3.342 -7.162 9.041
H 3.205 -8.632 9.006
H 1.636 -7.705 9.007
H 1.803 -8.380 11.317
H 3.589 -8.220 11.282
H 5.666 -4.989 14.024
H 4.551 -5.719 14.833
H 5.378 -8.085 14.397
H 6.581 -7.328 13.293
H 6.744 -7.114 14.977
H 3.452 -4.217 10.694
H 1.846 -3.410 10.886
H 2.625 -1.551 11.718
H 4.064 -2.220 12.525
H 4.065 -1.668 10.835
C 8.794 -2.907 -2.450
N 9.257 -4.125 -1.789
C 8.239 -5.230 -1.566
C 10.488 -4.108 -1.291
O 10.859 -4.859 -0.401
H 8.256 -3.316 -3.305
H 9.595 -2.229 -2.744
H 8.082 -2.378 -1.817
H 7.807 -5.389 -2.555
H 8.735 -6.138 -1.224
H 7.372 -5.028 -0.938
H 11.109 -3.230 -1.529
C -10.089 -1.860 3.892
N -9.924 -1.520 2.461
C -10.588 -2.492 1.649
C -9.291 -0.455 2.003
O -9.301 -0.148 0.836
H -9.520 -1.259 4.601
H -9.806 -2.878 4.159
H -11.125 -1.693 4.187
H -11.603 -2.144 1.842
H -10.361 -2.318 0.597
H -10.213 -3.493 1.860
H -8.794 0.137 2.787
C -11.592 0.899 -5.817
N -12.303 -0.136 -4.987
C -12.328 -1.444 -5.663
C -13.029 0.053 -3.835
O -13.800 -0.741 -3.342
H -10.521 0.703 -5.874
H -11.765 1.948 -5.575
H -11.983 0.871 -6.834
H -13.349 -1.811 -5.774
H -11.674 -1.621 -6.516
H -11.724 -2.095 -5.033
H -12.903 1.132 -3.658
Cl -7.597 -7.881 4.955
C -6.389 -7.405 6.202
C -4.930 -7.190 5.719
Cl -4.892 -5.521 5.197
H -6.373 -8.244 6.899
H -6.822 -6.522 6.672
H -4.701 -7.936 4.958
H -4.266 -7.207 6.583
```

The SMILES is CCOP(=O)(OCC)OCC.CCOP(=O)(OCC)OCC.CCOP(=O)(OCC)OCC.CCOP(=O)(OCC)OCC.CN(C)C=O.CN(C)C=O.CN(C)C=O.ClCCCl. The energy is -143250.096 eV. As for the multiplicity: 1. The total charge is 0. For the HOMO-LUMO gap, the calculation gives 9.572 eV.


2.
Entry from OMol25: a cluster of 7 separate species, C35H86FO8P2 in total in a non-equilibrium geometry (ωB97M-V with the def2-TZVPD basis set).

```
132
Properties=species:S:1:pos:R:3
C 7.922 2.570 -1.873
C 8.205 1.157 -1.364
C 7.007 0.206 -1.545
C 6.769 -0.696 -0.325
C 6.374 -2.150 -0.678
C 4.912 -2.502 -0.368
C 4.025 -2.536 -1.611
C 2.598 -2.997 -1.246
C 1.476 -2.282 -2.058
C 0.206 -1.921 -1.274
C 0.388 -0.931 -0.130
P 0.482 0.827 -0.619
C -0.874 1.241 -1.749
C -0.633 2.485 -2.607
F -0.603 2.153 -3.948
C 0.215 1.766 0.910
C 1.459 1.761 1.794
C 1.537 0.529 2.731
O 2.741 -0.200 2.517
P 2.385 1.571 -1.401
C 2.435 1.192 -3.217
O 3.510 0.618 -0.675
H 7.305 2.526 -2.763
H 7.408 3.146 -1.112
H 8.848 3.077 -2.103
H 8.428 1.215 -0.306
H 9.088 0.768 -1.852
H 7.190 -0.408 -2.419
H 6.132 0.811 -1.744
H 5.938 -0.258 0.216
H 7.615 -0.685 0.350
H 7.028 -2.798 -0.107
H 6.570 -2.328 -1.726
H 4.885 -3.500 0.061
H 4.498 -1.835 0.385
H 4.008 -1.581 -2.120
H 4.469 -3.242 -2.304
H 2.561 -4.040 -1.525
H 2.456 -2.943 -0.174
H 1.160 -2.940 -2.854
H 1.901 -1.385 -2.508
H -0.148 -2.843 -0.819
H -0.594 -1.625 -1.940
H -0.495 -0.987 0.503
H 1.220 -1.205 0.514
H -1.759 1.416 -1.145
H -1.077 0.411 -2.412
H -1.445 3.182 -2.439
H 0.288 3.021 -2.376
H -0.164 2.755 0.686
H -0.554 1.207 1.435
H 2.384 1.799 1.228
H 1.443 2.664 2.390
H 1.528 0.880 3.758
H 0.702 -0.128 2.536
H 3.494 0.383 2.701
H 3.207 0.448 -3.354
H 2.718 2.110 -3.703
H 1.477 0.840 -3.573
H 3.090 -0.164 -0.275
C -1.097 -5.225 -5.998
C -1.230 -4.618 -4.611
C -2.685 -4.531 -4.177
O -0.634 -3.316 -4.586
H -1.615 -4.607 -6.737
H -0.050 -5.277 -6.295
H -1.519 -6.229 -6.032
H -0.671 -5.220 -3.894
H -3.251 -3.892 -4.861
H -2.762 -4.092 -3.181
H -3.153 -5.516 -4.159
H -1.112 -2.762 -5.215
C -3.793 2.484 2.614
C -3.299 1.106 3.024
C -4.179 0.497 4.098
O -1.950 1.189 3.502
H -3.780 3.163 3.470
H -3.146 2.914 1.846
H -4.810 2.440 2.224
H -3.274 0.452 2.148
H -4.163 1.127 4.990
H -3.808 -0.487 4.388
H -5.211 0.393 3.761
H -1.951 1.756 4.284
C -4.565 -0.801 -3.052
C -4.793 -0.194 -1.676
C -6.261 -0.231 -1.286
O -4.312 1.156 -1.649
H -5.111 -0.239 -3.814
H -3.507 -0.765 -3.319
H -4.896 -1.839 -3.086
H -4.204 -0.738 -0.935
H -6.859 0.349 -1.993
H -6.406 0.210 -0.299
H -6.640 -1.253 -1.270
H -4.819 1.663 -2.295
C 0.011 -6.280 2.136
C 1.128 -5.492 1.472
C 2.112 -4.947 2.495
O 0.579 -4.413 0.703
H -0.556 -5.640 2.817
H -0.687 -6.660 1.389
H 0.406 -7.123 2.703
H 1.655 -6.131 0.762
H 1.608 -4.266 3.187
H 2.906 -4.382 2.003
H 2.567 -5.751 3.074
H 0.107 -3.847 1.326
C -4.449 2.658 8.924
C -3.902 1.556 8.031
C -3.243 0.454 8.844
O -2.964 2.103 7.097
H -3.642 3.122 9.497
H -4.916 3.440 8.325
H -5.188 2.268 9.624
H -4.712 1.134 7.433
H -2.399 0.851 9.414
H -2.854 -0.326 8.188
H -3.948 0.002 9.542
H -2.236 2.486 7.602
C -1.385 7.996 -3.313
C -2.456 7.538 -2.335
C -2.505 6.020 -2.232
O -3.729 8.040 -2.730
H -1.596 7.616 -4.317
H -1.366 9.084 -3.375
H -0.395 7.647 -3.013
H -2.256 7.962 -1.350
H -2.752 5.575 -3.201
H -3.279 5.710 -1.528
H -1.546 5.616 -1.898
H -3.933 7.683 -3.602
```

The energy is -75359.429 eV. As for the multiplicity: 1. The total charge is +1. For the HOMO-LUMO gap, the calculation gives 9.752 eV.


3.
Entry from OMol25: a structure of composition C35H88CoF8N2O19S4 in a non-equilibrium geometry (ωB97M-V with the def2-TZVPD basis set).

```
157
Properties=species:S:1:pos:R:3
Co -2.257 -0.646 1.124
N -4.019 -0.159 1.861
S -5.179 -0.663 2.782
O -6.355 -1.181 2.109
O -5.280 -0.087 4.119
F -4.323 -2.059 2.977
S -4.911 1.264 1.449
O -5.269 2.133 2.555
O -5.869 1.003 0.377
F -3.613 1.955 0.711
C 1.691 -1.399 1.414
F 1.729 -0.370 2.166
F 2.891 -1.832 1.147
F 0.955 -2.351 1.962
S 0.770 -0.960 -0.270
O 1.757 -0.404 -1.200
O 0.223 -2.230 -0.753
N -0.584 0.070 0.274
S 0.050 1.599 0.250
O -0.752 2.492 1.089
O 1.480 1.713 0.457
C -0.403 2.222 -1.583
F 0.198 1.477 -2.583
F -1.685 2.213 -1.753
F 0.086 3.504 -1.766
C 1.572 -2.510 -4.495
C 0.302 -2.404 -5.297
C -0.081 -1.003 -5.608
O 0.528 -3.134 -6.453
H 1.347 -2.010 -3.553
H 2.366 -1.987 -5.027
H 1.861 -3.533 -4.254
H -0.488 -2.969 -4.802
H 0.573 -0.592 -6.377
H -0.086 -0.341 -4.742
H -1.087 -1.048 -6.025
H 1.282 -2.756 -6.911
C -1.483 -4.982 5.687
C -1.070 -3.553 5.309
C 0.365 -3.576 4.765
O -1.959 -3.085 4.314
H -2.362 -4.914 6.328
H -0.778 -5.549 6.295
H -1.761 -5.607 4.839
H -1.087 -2.813 6.110
H 0.491 -4.134 3.837
H 1.026 -3.972 5.536
H 0.737 -2.557 4.655
H -2.842 -3.195 4.674
C 2.927 1.855 -5.921
C 2.307 3.179 -6.253
C 1.340 3.760 -5.176
O 3.316 4.134 -6.516
H 3.572 1.862 -5.042
H 3.630 1.584 -6.709
H 2.169 1.099 -5.717
H 1.713 3.007 -7.150
H 0.762 3.007 -4.640
H 0.664 4.537 -5.533
H 1.921 4.259 -4.401
H 3.744 3.755 -7.288
C -1.125 -4.778 1.028
C -2.267 -3.866 0.778
C -3.552 -4.529 1.029
O -2.084 -2.759 1.565
H -1.155 -5.198 2.033
H -0.137 -4.321 1.075
H -1.227 -5.559 0.274
H -2.243 -3.458 -0.233
H -3.644 -4.567 2.114
H -3.595 -5.506 0.547
H -4.437 -3.993 0.688
H -2.143 -3.064 2.473
C -0.461 6.410 -3.069
C -1.100 7.796 -3.280
C -1.526 7.934 -4.768
O -2.193 7.919 -2.442
H 0.511 6.342 -3.557
H -1.052 5.573 -3.441
H -0.242 6.195 -2.023
H -0.368 8.549 -2.989
H -1.935 8.935 -4.904
H -2.315 7.236 -5.046
H -0.629 7.831 -5.379
H -2.879 7.298 -2.697
C -3.185 5.246 -0.738
C -4.391 5.180 -1.700
C -5.650 5.849 -1.104
O -4.109 5.741 -2.994
H -2.817 6.222 -0.420
H -2.394 4.726 -1.279
H -3.373 4.683 0.176
H -4.643 4.133 -1.869
H -5.613 6.929 -0.965
H -5.814 5.481 -0.091
H -6.500 5.572 -1.728
H -4.954 5.654 -3.442
C 4.252 1.851 3.216
C 4.070 2.467 4.613
C 3.452 1.520 5.607
O 5.330 2.735 5.105
H 4.651 0.844 3.098
H 4.695 2.547 2.503
H 3.234 1.800 2.831
H 3.454 3.363 4.543
H 2.523 1.102 5.220
H 3.307 1.983 6.583
H 4.144 0.709 5.831
H 5.888 3.076 4.402
C 4.066 -2.042 4.157
C 5.007 -2.819 3.213
C 5.987 -1.900 2.467
O 5.819 -3.687 4.000
H 4.552 -1.680 5.063
H 3.213 -2.632 4.493
H 3.712 -1.135 3.667
H 4.388 -3.399 2.528
H 6.369 -1.216 3.225
H 5.491 -1.301 1.703
H 6.846 -2.399 2.019
H 5.953 -4.463 3.451
C -1.925 0.217 5.180
C -1.350 0.803 3.847
C 0.081 1.263 4.172
O -1.259 -0.361 3.035
H -2.892 -0.243 4.972
H -2.176 1.040 5.849
H -1.278 -0.511 5.669
H -1.998 1.520 3.343
H 0.514 1.736 3.290
H 0.671 0.380 4.419
H 0.032 1.977 4.994
H -1.465 -1.051 3.670
C -2.458 -2.172 -2.896
C -2.763 -0.929 -2.023
C -3.897 -0.045 -2.497
O -3.070 -1.286 -0.724
H -2.271 -1.891 -3.932
H -3.387 -2.742 -2.883
H -1.598 -2.683 -2.464
H -1.841 -0.356 -2.123
H -3.587 0.480 -3.401
H -4.257 0.593 -1.690
H -4.740 -0.659 -2.813
H -3.974 -1.607 -0.686
C 3.198 -5.963 -2.018
C 4.522 -5.235 -1.685
C 4.292 -3.866 -1.167
O 5.252 -6.060 -0.794
H 3.242 -6.939 -2.501
H 2.693 -5.328 -2.747
H 2.486 -5.900 -1.196
H 5.039 -5.067 -2.630
H 3.680 -3.154 -1.720
H 5.222 -3.322 -1.002
H 3.836 -4.025 -0.190
H 5.501 -6.898 -1.190
```

Its expectation value of S² is 6.011. The energy is -182297.987 eV. As for the multiplicity: 5. The total charge is +1. For the HOMO-LUMO gap (spin up / spin down), the calculation gives 6.938 / 2.441 eV.